(1)
Here is one molecule with the formula C9H13NS2 in a non-equilibrium geometry from OMol25. Energies are from wB97M-V/def2-TZVPD.

XYZ file:
```
25
Properties=species:S:1:pos:R:3:forces:R:3:nbo_charge:R:1
C 3.69816 -0.96087 -1.06646 0.69 -3.32 -1.21 -0.384
C 2.96085 -0.21406 -0.30600 -0.19 0.59 0.23 -0.011
C 2.32404 -0.23606 0.97797 -1.23 -0.60 1.66 -0.464
C 2.25228 1.02704 0.05764 1.68 0.81 1.59 -0.245
C 0.96964 1.37566 -0.60402 -1.70 -1.15 -3.67 -0.424
C -0.09310 1.86824 0.34902 0.52 1.05 2.48 -0.541
C -2.50823 0.72405 0.02627 2.63 0.16 0.90 -0.083
C -2.57019 -1.41724 0.66663 1.31 -2.63 0.80 -0.261
C -3.58205 -1.38945 -0.43561 -0.29 -2.11 -2.47 -0.562
H 4.02206 -0.71628 -2.09869 -0.08 0.02 0.94 0.207
H 3.83555 -2.10591 -0.73802 -0.06 2.77 -0.75 0.199
H 2.93049 -0.42353 1.91904 -0.65 0.94 -1.25 0.233
H 1.32832 -0.73190 1.06063 0.80 0.21 -0.20 0.227
H 2.83035 1.95904 0.39858 -0.58 -1.59 -0.60 0.226
H 0.46756 0.47799 -1.14467 1.23 0.99 0.85 0.219
H 1.26244 2.05853 -1.50729 -0.94 -0.70 1.75 0.223
H 0.33304 2.76823 0.81582 -0.39 0.17 -0.03 0.217
H -0.21209 1.16286 1.23099 0.25 0.68 -1.33 0.269
H -3.17840 -1.60315 1.65615 1.57 0.89 -1.34 0.202
H -1.81811 -2.33376 0.53506 -1.77 1.79 0.41 0.213
H -4.47996 -1.99657 -0.20920 0.53 0.23 -0.20 0.238
H -3.14238 -1.76176 -1.47893 -0.86 0.86 2.15 0.220
N -1.76275 -0.19300 0.54802 -1.89 -0.19 0.22 -0.508
S -1.79974 2.34787 -0.09816 0.42 -0.56 -0.59 0.285
S -4.06777 0.31402 -0.55479 -0.99 0.67 -0.36 0.305
```
Forces are in eV/Å.

Results
lowest unoccupied orbital energy	0.69	eV
relative energy (zero: lowest compared OMol25 entry of this formula, charge and spin)	1.122	eV
frontier orbital gap	9.53	eV
SMILES	C=C1C[C@@H]1CCSC1=NCCS1



(2)
Here is C9H13O5PPt as an isolated structure in a non-equilibrium geometry from OMol25. Energies are from wB97M-V/def2-TZVPD.

XYZ file:
```
29
Properties=species:S:1:pos:R:3:forces:R:3:lowdin_spin:R:1
Pt 0.00215 0.03295 -1.20800 0.01 -0.43 -0.73 0.113
O 0.14205 3.05791 -0.58470 -0.18 -4.11 -2.51 0.057
C 0.09268 1.97186 -1.00420 0.19 4.05 3.37 0.093
C -0.09596 -1.99824 -1.15305 -0.10 -2.09 2.36 0.071
O -0.14918 -3.09466 -0.85081 0.12 2.46 -1.42 0.030
C 1.98461 -0.08971 -1.17147 3.11 -0.07 0.29 0.174
O 3.11202 -0.14894 -0.90136 -3.59 0.17 -0.69 0.108
C -1.97763 0.10053 -1.20157 -3.25 0.24 0.09 0.176
O -3.11554 0.15096 -0.97238 3.68 -0.18 -0.53 0.109
C 0.03296 0.66620 -6.13625 0.24 5.01 0.49 0.464
H -0.86437 1.28267 -6.07249 0.09 -0.12 -0.20 0.016
H 0.98361 1.19396 -6.05238 -0.10 -0.11 -0.20 0.016
C -0.02999 -0.65641 -6.19249 -0.25 -5.04 0.06 0.464
H 0.86583 -1.27749 -6.15752 -0.08 0.13 -0.19 0.016
H -0.98198 -1.18846 -6.17774 0.10 0.12 -0.18 0.016
C -0.00400 -1.07858 4.30879 -0.11 -0.23 0.91 0.004
P 0.01413 -0.06431 2.75716 0.03 -4.27 1.88 0.007
C -1.60565 0.57214 2.91667 -0.89 2.06 -0.13 0.000
C 1.62780 0.58186 2.91337 0.79 2.20 -0.09 0.000
O 0.03482 -0.66915 1.39623 -0.19 -0.99 -1.67 0.064
H -0.87487 -0.77283 4.91650 0.19 -0.29 -0.39 0.000
H 0.85012 -0.77745 4.93994 -0.21 -0.26 -0.40 0.000
H -0.00659 -2.18279 4.29824 0.00 0.51 -0.51 0.000
H -1.84397 0.94217 3.90344 -0.06 0.29 0.16 0.000
H -1.71680 1.36136 2.18207 -0.31 0.48 -0.05 0.000
H -2.35990 -0.17789 2.64889 0.66 -0.31 0.11 0.000
H 2.28837 0.10956 2.18474 -0.41 -0.18 -0.03 0.000
H 1.47729 1.60626 2.59231 0.81 0.73 0.01 0.000
H 2.11799 0.54652 3.87805 -0.29 0.22 0.17 0.000
```
Forces are in eV/Å.

Results
lowest unoccupied orbital energy (spin up / spin down)	-8.29 / -12.86	eV
relative energy (zero: lowest compared OMol25 entry of this formula, charge and spin)	1.017	eV
frontier orbital gap (spin up / spin down)	4.74 / 2.38	eV
net charge	+2
2S+1	3



(3)
Here is C9H13P as an isolated structure in a non-equilibrium geometry from OMol25. Energies are from wB97M-V/def2-TZVPD.

XYZ file:
```
23
Properties=species:S:1:pos:R:3:forces:R:3:nbo_charge:R:1
C 1.08066 -1.50270 1.05271 -0.19 2.99 -0.19 -0.130
C 1.10119 0.08179 1.04537 -1.75 -1.75 2.30 -0.608
C 0.04166 -2.19825 0.58811 1.91 1.14 0.81 -0.241
C -1.03687 -1.57271 -0.06738 -0.29 0.85 -1.56 -0.238
C 0.35554 1.67692 -0.38724 1.35 -2.40 2.13 -0.557
C 1.35976 0.77292 -0.18516 -0.53 1.34 -1.05 0.094
C -1.46261 -0.31782 -0.03331 -0.58 0.97 1.31 -0.208
C 2.53761 0.56718 -1.03481 -0.19 0.79 -1.43 -0.658
C -2.74755 0.11480 -0.67495 1.17 -0.27 -0.28 -0.645
P -0.69651 1.05964 0.93398 0.35 0.11 -1.24 1.024
H 1.99595 -1.89104 1.39362 0.76 -1.17 0.65 0.195
H 1.57148 0.54205 1.95866 -0.08 -0.69 -0.89 0.226
H 0.03898 -3.24152 0.55248 0.26 -1.59 0.10 0.208
H -1.28782 -2.08659 -0.98432 -1.09 -0.61 0.10 0.202
H 0.17065 2.37462 -1.12076 -0.20 1.58 -1.57 0.213
H 3.19565 1.38861 -0.73631 0.46 -0.26 -0.32 0.236
H 2.22745 0.71859 -2.09236 0.55 -0.05 0.51 0.219
H 3.02715 -0.38917 -0.94710 0.12 -0.24 0.24 0.224
H -2.50962 0.94503 -1.40664 -0.94 -0.62 0.99 0.223
H -3.25542 0.38587 0.28125 -0.80 0.26 -1.50 0.236
H -3.13568 -0.79284 -1.18092 -0.37 0.86 0.23 0.216
H -0.85576 1.17761 2.33255 -0.14 -0.07 0.34 -0.063
H -1.71586 2.18702 0.71254 0.20 -1.18 0.31 -0.164
```
Forces are in eV/Å.

Results
lowest unoccupied orbital energy	0.83	eV
relative energy (zero: lowest compared OMol25 entry of this formula, charge and spin)	3.362	eV
frontier orbital gap	8.56	eV



(4)
Here is a 2-piece molecular cluster, C9H14 overall in a non-equilibrium geometry from OMol25. Energies are from wB97M-V/def2-TZVPD.

XYZ file:
```
23
Properties=species:S:1:pos:R:3:forces:R:3:nbo_charge:R:1
C -0.67129 0.10682 -1.44118 3.09 -0.17 4.29 -0.624
C 0.22647 -2.11725 -0.18039 0.13 3.15 0.38 -0.216
C 0.01993 -0.66166 -0.21530 -1.26 -2.48 -2.41 0.022
C 0.86870 -2.75014 0.83821 0.13 -0.84 -0.17 -0.210
C 1.12729 -2.01016 2.00414 0.63 -2.70 0.53 -0.236
C 0.47932 0.00254 0.84348 0.47 1.71 2.08 -0.247
C 0.90506 -0.69546 2.00272 0.50 2.62 1.43 -0.192
H -0.00856 -2.62430 -1.04033 -0.64 -1.32 -1.94 0.198
H 1.17414 -3.81482 0.67766 -0.45 1.03 0.56 0.217
H 0.15511 0.59168 -1.91082 0.40 1.36 0.02 0.213
H -1.47195 0.71678 -1.09334 -0.14 0.31 -0.07 0.230
H 1.51676 -2.53035 2.90412 -0.27 0.51 -0.69 0.214
H 0.52111 1.10416 0.82643 -0.29 -0.57 0.24 0.207
H 1.13449 -0.17208 2.98108 -0.31 -0.23 -1.51 0.212
H -0.90759 -0.47749 -2.20673 -1.81 -3.20 -2.78 0.209
C -0.33248 3.22977 -1.18062 -1.27 1.83 -1.59 -0.625
C -1.84178 2.96247 -1.55552 -1.32 -0.07 1.77 -0.639
H -0.12844 4.33702 -1.28039 0.24 -1.27 -0.71 0.212
H -0.09598 3.10971 -0.17037 -0.41 -0.54 1.95 0.205
H 0.36712 2.55074 -1.64604 0.13 0.47 -0.74 0.213
H -2.49969 3.85331 -1.48734 0.88 0.13 0.08 0.212
H -2.29483 2.35810 -0.66420 0.55 0.53 -2.06 0.203
H -2.14895 2.59592 -2.58300 1.01 -0.25 1.33 0.222
```
Forces are in eV/Å.

Results
lowest unoccupied orbital energy	1.03	eV
relative energy (zero: lowest compared OMol25 entry of this formula, charge and spin)	1.998	eV
frontier orbital gap	10.12	eV
SMILES	Cc1ccccc1.CC



(5)
Here is a 2-piece molecular cluster, C9H14 overall in a non-equilibrium geometry from OMol25. Energies are from wB97M-V/def2-TZVPD.

XYZ file:
```
23
Properties=species:S:1:pos:R:3:forces:R:3:nbo_charge:R:1
C 0.97979 0.02854 -2.52364 0.48 -0.06 0.56 -0.630
C 1.25432 0.48841 1.24619 -0.43 0.03 -0.82 -0.202
C 1.59496 -0.79390 1.63049 -0.48 -0.50 0.66 -0.225
C 1.03199 0.71820 -0.10690 0.47 -0.08 -0.40 -0.218
C 1.22938 -0.27976 -1.06104 0.48 -0.04 -0.06 -0.013
C 1.82375 -1.80189 0.70248 0.92 0.50 -0.27 -0.210
C 1.75772 -1.50309 -0.65452 -0.66 0.13 0.05 -0.212
H 1.09925 1.28409 1.95957 0.05 -0.03 0.14 0.215
H 1.59379 -1.04919 2.68341 0.33 0.08 0.04 0.210
H 0.80637 1.68933 -0.52353 -0.31 0.27 0.39 0.209
H 2.23641 -2.74295 1.04006 -0.25 -0.15 -0.02 0.214
H 1.62367 0.86355 -2.80622 -0.21 0.07 -0.22 0.218
H -0.06471 0.29504 -2.66183 -0.06 0.10 -0.19 0.221
H 2.07635 -2.19074 -1.42608 -0.13 -0.32 0.12 0.208
H 1.22809 -0.81994 -3.16062 -0.09 0.00 0.02 0.214
C -2.23414 1.16465 0.12557 -0.62 -0.70 0.77 -0.603
C -2.83092 0.31954 1.27031 0.42 -0.07 -0.40 -0.605
H -3.06371 1.51272 -0.48531 0.22 0.27 -0.25 0.201
H -1.69309 1.99733 0.55923 0.17 0.23 -0.23 0.199
H -1.55535 0.54150 -0.44377 0.04 0.14 -0.34 0.207
H -3.16252 0.97620 2.07040 -0.29 -0.20 0.11 0.200
H -2.09784 -0.38114 1.66487 0.22 0.14 0.21 0.204
H -3.63357 -0.31648 0.90089 -0.28 0.19 0.11 0.200
```
Forces are in eV/Å.

Results
lowest unoccupied orbital energy	1.04	eV
relative energy (zero: lowest compared OMol25 entry of this formula, charge and spin)	0.328	eV
frontier orbital gap	10.05	eV
SMILES	Cc1ccccc1.CC